Below is 16 unconnected molecules or ions with the total composition C48H125N13O24 in a non-equilibrium geometry, with properties calculated with ωB97M-V with the def2-TZVPD basis set.

Values from the calculation:
Charge   -1
2S+1   2
E_LUMO (alpha / beta)   1.428 / 1.422 eV
E_tot   -120306.3110 eV

Structure (XYZ):
```
210
Properties=species:S:1:pos:R:3:lowdin_spin:R:1
C 5.986 -4.961 -0.545 0.000
C 6.116 -4.336 0.875 0.000
C 7.399 -3.437 0.845 0.000
C 7.543 -2.364 1.946 0.000
C 6.300 -1.442 1.929 0.000
C 4.964 -2.278 2.074 0.000
N 4.959 -3.428 1.214 0.000
O 3.697 -4.060 1.105 0.000
C 4.834 -2.525 3.653 0.000
C 3.769 -1.304 1.663 0.000
C 6.357 -5.558 1.869 0.000
H 5.429 -5.897 -0.506 0.000
H 6.955 -5.328 -0.884 0.000
H 5.418 -4.242 -1.135 0.000
H 8.296 -4.056 0.854 0.000
H 7.258 -2.953 -0.122 0.000
H 8.391 -1.729 1.690 0.000
H 7.628 -2.917 2.882 0.000
H 6.269 -0.902 0.982 0.000
H 6.526 -0.774 2.760 0.000
H 5.042 -1.642 4.258 0.000
H 3.765 -2.563 3.862 0.000
H 5.306 -3.492 3.828 0.000
H 3.744 -1.040 0.606 0.000
H 2.805 -1.798 1.791 0.000
H 3.784 -0.367 2.219 0.000
H 6.968 -6.341 1.418 0.000
H 5.417 -6.037 2.143 0.000
H 6.792 -5.388 2.854 0.000
H 3.330 -3.640 0.323 0.000
C -0.529 -6.159 4.288 0.000
C -1.104 -5.196 5.257 0.000
C -0.107 -4.826 6.433 0.000
C 0.922 -3.739 6.041 0.000
C 0.192 -2.551 5.527 0.000
C -0.827 -2.775 4.354 0.000
N -1.600 -4.003 4.568 0.000
O -2.634 -4.187 3.689 0.000
C -1.704 -1.495 4.309 0.000
C 0.050 -2.960 3.096 0.000
C -2.297 -5.862 5.930 0.000
H 0.309 -5.727 3.741 0.000
H -1.199 -6.449 3.479 0.000
H -0.175 -7.045 4.815 0.000
H -0.536 -4.460 7.366 0.000
H 0.446 -5.691 6.799 0.000
H 1.717 -4.144 5.416 0.000
H 1.483 -3.336 6.884 0.000
H 0.914 -1.899 5.034 0.000
H -0.105 -1.946 6.384 0.000
H -2.573 -1.723 3.692 0.000
H -2.126 -1.170 5.260 0.000
H -1.207 -0.620 3.888 0.000
H -0.508 -3.451 2.299 0.000
H 0.483 -2.024 2.745 0.000
H 0.837 -3.710 3.175 0.000
H -1.956 -6.671 6.576 0.000
H -2.993 -6.372 5.265 0.000
H -2.856 -5.169 6.559 0.000
H -3.350 -4.027 4.308 0.000
C -2.637 0.919 -2.423 0.001
C -2.058 1.099 -0.987 0.000
C -1.987 -0.306 -0.519 0.000
C -1.271 -0.600 0.740 0.000
C 0.152 0.022 0.805 0.000
C 0.190 1.543 0.281 0.000
N -0.656 1.661 -0.942 0.001
O -0.476 2.865 -1.609 0.012
C -0.329 2.446 1.437 0.000
C 1.682 1.717 -0.053 0.000
C -3.060 1.907 -0.199 0.001
H -1.984 0.260 -2.995 0.000
H -2.605 1.872 -2.952 0.001
H -3.703 0.713 -2.519 0.000
H -2.968 -0.777 -0.460 0.000
H -1.546 -0.990 -1.244 0.000
H -1.263 -1.689 0.719 0.000
H -1.887 -0.179 1.536 0.000
H 0.713 -0.609 0.116 0.000
H 0.514 -0.125 1.822 0.000
H -1.055 1.901 2.041 0.000
H 0.451 2.835 2.091 0.000
H -0.899 3.217 0.918 0.000
H 1.878 1.256 -1.020 0.000
H 2.030 2.746 -0.144 0.000
H 2.275 1.327 0.774 0.000
H -4.055 1.576 -0.495 0.000
H -2.983 2.989 -0.302 0.001
H -2.963 1.794 0.881 0.000
H 0.140 2.655 -2.315 0.004
C -1.848 -5.471 0.451 0.000
C -2.666 -4.232 -0.117 0.000
O -3.203 -4.524 -1.334 0.000
O -0.712 -5.657 -0.351 0.000
H -2.376 -6.419 0.556 0.000
H -1.596 -5.200 1.477 0.000
H -1.936 -3.423 -0.117 0.000
H -3.543 -4.010 0.491 0.000
H -2.508 -4.584 -1.994 0.000
H -0.125 -6.194 0.186 0.000
C -3.581 5.177 -6.068 0.027
C -2.829 3.918 -6.021 0.019
O -2.420 3.344 -7.331 0.005
O -4.850 5.048 -6.701 0.004
H -3.074 5.925 -6.677 0.013
H -3.828 5.614 -5.101 0.006
H -3.368 3.157 -5.457 0.001
H -1.908 4.037 -5.450 0.021
H -1.607 3.768 -7.617 0.002
H -5.605 5.120 -6.113 0.001
C 6.487 0.825 -3.060 0.000
C 5.733 -0.103 -2.225 0.000
O 4.356 0.280 -2.174 0.000
O 6.778 2.147 -2.522 0.000
H 5.974 0.905 -4.018 0.000
H 7.389 0.331 -3.421 0.000
H 6.262 -0.383 -1.314 0.000
H 5.781 -1.116 -2.624 0.000
H 4.252 1.172 -1.833 0.000
H 5.907 2.510 -2.341 0.000
C 0.800 6.155 0.515 0.016
C 0.743 5.795 -0.959 0.058
O 1.225 6.882 -1.722 0.169
O 0.003 7.235 0.709 0.035
H 1.823 6.342 0.841 0.004
H 0.336 5.458 1.212 0.001
H -0.226 5.643 -1.434 0.036
H 1.394 4.938 -1.127 0.006
H 0.489 7.291 -2.181 0.104
H 0.218 7.821 -0.019 0.017
C 2.616 0.588 5.171 0.000
C 1.255 0.793 4.518 0.000
O 0.159 1.119 5.424 0.000
O 2.621 -0.328 6.304 0.000
H 2.761 1.615 5.506 0.000
H 3.377 0.328 4.435 0.000
H 0.953 -0.091 3.956 0.000
H 1.190 1.636 3.830 0.000
H -0.065 0.404 6.024 0.000
H 3.557 -0.538 6.341 0.000
C -5.624 -2.385 -1.823 0.000
C -5.442 -1.918 -3.270 0.000
O -6.669 -2.286 -4.034 0.000
O -6.666 -1.712 -1.300 0.000
H -4.743 -2.068 -1.265 0.000
H -5.702 -3.470 -1.895 0.000
H -4.604 -2.553 -3.561 0.000
H -5.133 -0.879 -3.381 0.000
H -6.585 -2.297 -4.990 0.000
H -7.377 -1.769 -1.942 0.000
C 0.231 -3.560 -3.023 0.000
C 1.241 -3.036 -1.902 0.000
O 1.423 -3.838 -0.772 0.000
O -1.162 -3.303 -2.580 0.000
H 0.373 -4.613 -3.266 0.000
H 0.307 -3.032 -3.974 0.000
H 0.839 -2.135 -1.440 0.000
H 2.185 -2.728 -2.351 0.000
H 0.592 -4.139 -0.398 0.000
H -1.380 -2.409 -2.855 0.000
C -7.746 3.938 -0.759 0.000
C -7.286 2.542 -0.712 0.000
O -7.500 1.907 0.525 0.000
O -7.029 4.824 0.142 0.001
H -8.832 3.981 -0.682 0.000
H -7.455 4.252 -1.761 0.000
H -6.234 2.560 -0.997 0.000
H -7.837 2.105 -1.544 0.000
H -8.348 1.457 0.524 0.000
H -6.135 5.025 -0.143 0.000
C 1.882 1.865 -5.032 0.004
O 1.111 1.864 -5.985 0.006
N 2.568 0.789 -4.670 0.001
N 1.966 2.916 -4.191 0.011
H 3.226 0.770 -3.904 0.000
H 2.675 0.115 -5.415 0.000
H 2.782 3.031 -3.607 0.002
H 1.324 3.694 -4.160 0.031
C 4.402 3.350 -0.661 0.001
O 4.372 2.860 -1.763 0.004
N 4.283 4.628 -0.448 0.003
N 4.873 2.713 0.377 0.000
H 4.275 5.304 -1.200 0.006
H 4.187 5.034 0.471 0.001
H 4.885 3.092 1.313 0.000
H 5.299 1.823 0.163 0.000
C -3.614 5.692 -1.968 0.023
O -4.581 5.411 -1.292 0.010
N -2.773 4.829 -2.427 0.035
N -3.297 6.860 -2.449 0.063
H -2.859 3.839 -2.249 0.002
H -1.978 5.284 -2.854 0.078
H -3.852 7.617 -2.077 0.016
H -2.474 7.103 -2.981 0.121
C -2.989 5.575 2.162 0.001
O -2.364 5.819 3.178 0.001
N -2.407 5.653 1.084 0.002
N -4.273 5.372 2.143 0.000
H -2.844 5.501 0.186 0.002
H -1.478 6.039 1.175 0.001
H -4.847 5.451 2.970 0.000
H -4.709 5.294 1.235 0.000
C -2.653 -0.720 -5.544 0.000
O -2.152 -1.694 -5.010 0.000
N -2.288 0.531 -5.459 0.000
N -3.631 -0.784 -6.351 0.000
H -1.372 0.756 -5.099 0.000
H -2.647 1.100 -6.213 0.000
H -4.246 0.005 -6.493 0.000
H -3.702 -1.743 -6.657 0.000
```

=====

Below is 11 unconnected molecules or ions with the total composition C48H127N9O16 in a non-equilibrium geometry, with properties calculated with ωB97M-V with the def2-TZVPD basis set.

Values from the calculation:
Charge   0
2S+1   1
SMILES   COC[C@H](C)N.COC[C@H](C)N.COC[C@H](C)N.COC[C@H](C)N.COCCNCCOC.COCCNCCOC.COCCNCCOC.COCCNCCOC.COCCNCCOC.CO.CO
E_LUMO   0.033 eV
E_tot   -97988.0463 eV
Energy relative to the best compared isomer or geometry (same formula, charge and spin)   377.3 kJ/mol

Structure (XYZ):
```
200
Properties=species:S:1:pos:R:3:lowdin_charge:R:1
C 12.889 12.361 11.566 -0.110
O 13.625 11.437 10.769 -0.185
C 13.843 10.271 11.502 -0.242
C 14.651 9.288 10.623 -0.414
C 16.112 9.759 10.508 -0.057
N 14.049 9.068 9.270 0.049
H 12.174 11.906 12.251 0.083
H 12.396 13.085 10.918 0.085
H 13.415 13.075 12.201 0.082
H 14.316 10.528 12.449 0.126
H 12.853 9.925 11.800 0.115
H 14.579 8.367 11.201 0.122
H 16.629 9.649 11.461 0.076
H 15.937 10.808 10.273 0.074
H 16.654 9.211 9.738 0.077
H 13.093 9.300 9.501 0.056
H 14.353 9.841 8.696 0.061
C 5.850 10.066 12.351 -0.114
O 4.504 9.845 12.801 -0.230
C 4.235 9.881 14.268 -0.115
C 2.705 9.495 14.559 -0.438
C 2.173 9.564 15.968 -0.072
N 2.362 8.156 14.118 0.028
H 6.386 9.128 12.208 0.076
H 6.508 10.524 13.089 0.074
H 5.818 10.656 11.435 0.084
H 5.026 9.395 14.839 0.115
H 4.389 10.954 14.387 0.111
H 2.247 10.241 13.909 0.121
H 2.820 9.081 16.700 0.081
H 1.185 9.147 16.164 0.077
H 2.201 10.642 16.127 0.075
H 1.364 8.067 14.243 0.063
H 2.543 8.107 13.126 0.066
C 12.678 2.219 10.419 -0.109
O 11.545 2.038 9.588 -0.197
C 10.314 2.482 10.161 -0.200
C 9.646 3.487 9.222 -0.427
C 8.171 3.681 9.464 -0.077
N 9.776 3.151 7.773 0.038
H 13.435 1.505 10.097 0.085
H 12.589 1.971 11.477 0.081
H 13.015 3.243 10.256 0.090
H 9.633 1.646 10.322 0.121
H 10.544 3.001 11.091 0.115
H 10.307 4.339 9.385 0.133
H 7.688 2.721 9.641 0.078
H 7.617 4.245 8.714 0.074
H 7.963 4.382 10.272 0.067
H 9.873 2.146 7.762 0.064
H 10.592 3.603 7.384 0.064
C 9.200 12.576 18.072 -0.148
O 10.346 12.957 18.755 -0.188
C 11.530 12.810 17.910 -0.160
C 12.137 11.382 17.987 -0.400
C 12.184 10.825 19.454 -0.058
N 13.540 11.237 17.502 0.010
H 8.424 12.226 18.751 0.086
H 9.214 11.918 17.203 0.091
H 8.826 13.544 17.738 0.084
H 11.366 13.191 16.901 0.121
H 12.289 13.476 18.321 0.118
H 11.623 10.638 17.378 0.118
H 11.143 10.537 19.600 0.069
H 12.536 11.652 20.071 0.084
H 12.739 9.892 19.551 0.071
H 13.999 10.561 18.095 0.047
H 14.090 12.082 17.556 0.056
C -2.140 3.767 8.634 -0.112
O -1.793 2.546 7.971 -0.198
C -1.374 2.797 6.652 -0.190
C -2.679 3.442 5.916 -0.186
N -2.767 3.245 4.442 -0.077
C -3.455 1.962 4.181 -0.204
C -3.553 1.760 2.672 -0.214
O -4.458 0.663 2.342 -0.184
C -4.293 0.232 0.988 -0.120
H -1.338 4.485 8.459 0.091
H -2.042 3.628 9.710 0.084
H -3.163 4.093 8.445 0.082
H -1.084 1.822 6.262 0.108
H -0.476 3.398 6.511 0.112
H -2.524 4.512 6.055 0.100
H -3.615 3.329 6.462 0.102
H -3.247 3.994 3.965 0.097
H -4.439 2.005 4.649 0.117
H -2.813 1.172 4.571 0.120
H -2.527 1.598 2.342 0.116
H -3.807 2.646 2.090 0.115
H -3.569 -0.582 0.965 0.078
H -3.891 0.986 0.312 0.081
H -5.169 -0.262 0.566 0.081
C -6.187 2.324 19.473 -0.055
O -5.322 2.167 18.255 -0.185
C -4.090 2.815 18.340 -0.251
C -2.907 2.114 17.566 -0.173
N -1.636 2.439 18.185 -0.083
C -1.250 3.863 18.157 -0.208
C -0.615 4.243 19.499 -0.211
O -1.396 3.663 20.570 -0.227
C -0.797 3.932 21.895 -0.051
H -7.129 1.792 19.340 0.078
H -6.435 3.365 19.677 0.076
H -5.705 1.953 20.378 0.077
H -3.789 2.840 19.387 0.101
H -4.069 3.873 18.078 0.107
H -2.882 2.581 16.581 0.111
H -3.029 1.031 17.536 0.116
H -1.614 2.281 19.182 0.078
H -2.024 4.607 17.966 0.102
H -0.608 3.853 17.277 0.114
H -0.672 5.329 19.575 0.115
H 0.450 4.026 19.425 0.120
H -0.964 4.997 22.060 0.082
H 0.264 3.683 21.878 0.084
H -1.326 3.363 22.659 0.084
C 12.801 -0.559 15.998 -0.082
O 12.000 0.635 15.617 -0.203
C 11.721 1.349 16.830 -0.201
C 11.145 2.783 16.425 -0.168
N 12.103 3.809 15.951 -0.089
C 11.526 5.122 15.848 -0.215
C 10.155 5.347 15.128 -0.162
O 8.983 4.892 15.903 -0.214
C 7.911 4.648 15.055 -0.155
H 12.718 -1.158 15.091 0.080
H 12.490 -1.062 16.913 0.082
H 13.878 -0.393 16.025 0.078
H 12.623 1.585 17.395 0.111
H 11.073 0.714 17.434 0.112
H 10.753 3.325 17.286 0.111
H 10.344 2.706 15.690 0.104
H 12.392 3.505 15.032 0.098
H 12.345 5.624 15.334 0.117
H 11.415 5.461 16.878 0.116
H 10.131 4.895 14.136 0.108
H 9.959 6.415 15.030 0.113
H 8.026 3.785 14.399 0.085
H 7.558 5.502 14.477 0.083
H 7.117 4.432 15.771 0.091
C 5.344 11.255 -2.277 -0.086
O 5.738 11.780 -0.972 -0.213
C 4.680 11.950 -0.024 -0.211
C 5.360 12.509 1.274 -0.188
N 4.399 12.666 2.394 -0.064
C 4.014 11.313 2.841 -0.222
C 3.338 11.144 4.217 -0.218
O 3.381 9.792 4.618 -0.193
C 3.268 9.553 6.053 -0.089
H 4.641 11.940 -2.750 0.077
H 4.965 10.233 -2.269 0.083
H 6.177 11.327 -2.976 0.080
H 4.056 11.063 0.085 0.106
H 4.001 12.654 -0.505 0.115
H 5.611 13.543 1.035 0.113
H 6.283 11.963 1.469 0.115
H 4.871 13.092 3.179 0.094
H 4.838 10.614 2.698 0.119
H 3.248 11.000 2.132 0.103
H 2.300 11.456 4.103 0.128
H 4.009 11.657 4.906 0.116
H 2.434 9.999 6.597 0.077
H 4.120 9.962 6.597 0.077
H 3.157 8.495 6.288 0.083
C -2.225 15.471 20.989 -0.111
O -0.875 15.552 20.584 -0.195
C -0.515 16.658 19.710 -0.187
C -1.025 16.513 18.278 -0.228
N -0.420 15.328 17.676 -0.085
C -1.049 15.125 16.401 -0.198
C -0.165 15.750 15.245 -0.174
O -0.358 14.991 14.009 -0.210
C 0.678 15.257 13.078 -0.125
H -2.776 15.349 20.057 0.073
H -2.696 16.349 21.430 0.086
H -2.303 14.588 21.624 0.093
H 0.570 16.740 19.649 0.121
H -0.838 17.653 20.018 0.115
H -0.663 17.317 17.638 0.123
H -2.112 16.466 18.203 0.102
H -0.542 14.574 18.338 0.105
H -2.102 15.387 16.510 0.108
H -0.989 14.058 16.188 0.118
H 0.859 15.752 15.616 0.109
H -0.329 16.801 15.010 0.109
H 0.770 16.281 12.716 0.086
H 0.516 14.577 12.241 0.083
H 1.584 14.891 13.560 0.083
C -2.737 9.642 12.464 -0.158
O -1.573 9.813 11.677 -0.140
H -3.282 10.584 12.404 0.078
H -3.353 8.819 12.102 0.078
H -2.380 9.369 13.457 0.071
H -1.058 10.601 11.863 0.071
C 3.154 11.894 21.162 -0.159
O 3.496 10.511 21.244 -0.132
H 3.942 12.400 20.605 0.071
H 2.203 12.131 20.684 0.078
H 3.181 12.229 22.199 0.076
H 4.226 10.528 21.867 0.067
```